# 1
The following is a quantum chemistry calculation of a cluster of 2 separate species, C4H8N2O3 in total in a non-equilibrium geometry, from the Open Molecules 2025 dataset.

Structure (XYZ):
```
17
Properties=species:S:1:pos:R:3:forces:R:3:mulliken_charge:R:1
C 2.017 -0.061 -1.222 0.94 -1.67 -1.45 -0.782
C 1.402 -0.222 -0.085 -0.25 0.56 -1.35 0.585
C 1.535 0.314 1.230 -0.72 0.89 2.31 -1.071
N 0.311 -1.173 -0.209 0.78 -0.68 0.51 1.115
O -0.075 -1.562 0.892 -0.91 -1.00 -0.94 -0.760
O 0.008 -1.564 -1.316 -1.23 -0.61 1.12 -0.629
H 2.893 0.549 -1.349 0.02 0.18 -0.11 0.331
H 1.702 -0.887 -1.935 0.79 1.98 0.20 0.283
H 1.937 -0.444 1.888 0.33 -0.23 0.23 0.262
H 2.126 1.222 1.364 -0.11 -0.11 -0.48 0.361
H 0.505 0.435 1.617 0.66 0.54 -0.01 0.295
C -2.559 1.232 -0.746 -1.17 1.38 -0.67 -0.391
N -1.952 0.458 0.019 3.40 -1.34 0.77 -0.140
O -2.485 -0.485 0.839 -3.77 1.52 -0.75 -0.336
H -1.848 1.924 -1.324 -1.38 -1.07 0.85 0.217
H -3.674 1.355 -0.843 1.05 -0.29 0.05 0.273
H -1.842 -1.091 1.181 1.56 -0.03 -0.28 0.386
```
Forces are in eV/Å.

Results
ΔE to the lowest compared entry with this formula, charge and spin	742.1	kJ/mol
HOMO energy	-0.3528	Ha
strongest force on any atom	4.129	eV Å⁻¹
E_tot	-492.22030	hartree
LUMO	-0.018	Eh

***

# 2
The following is a quantum chemistry calculation of a structure of composition C26H46O2OsP2 in a non-equilibrium geometry, from the Open Molecules 2025 dataset.

Structure (XYZ):
```
77
Properties=species:S:1:pos:R:3:forces:R:3:mulliken_charge:R:1
Os -0.959 -0.092 -1.245 1.22 3.80 1.95 0.046
C 0.398 -0.842 1.243 -1.66 0.30 0.35 0.621
C -1.000 -1.039 1.071 1.21 -0.20 0.58 0.558
C 0.094 -1.866 -0.830 0.28 -1.88 1.57 0.551
C 1.065 -1.341 0.109 -0.81 -0.29 -1.96 0.949
C -1.242 -1.759 -0.162 1.07 -1.05 -0.17 1.256
C 1.035 -0.271 2.452 0.14 0.41 0.37 -1.485
H 0.291 -0.047 3.227 0.23 -0.13 -0.20 0.436
H 1.564 0.672 2.228 -0.09 -0.35 0.07 0.168
H 1.771 -0.971 2.883 -0.23 0.21 -0.20 0.408
C 2.525 -1.410 -0.094 0.50 0.10 -0.38 -1.632
H 3.055 -1.666 0.831 -0.22 0.05 -0.10 0.376
H 2.936 -0.450 -0.440 -0.15 -0.17 0.14 0.120
H 2.761 -2.157 -0.860 0.06 0.15 0.26 0.459
C 0.381 -2.905 -1.869 0.06 -0.04 -0.24 -1.787
H 0.379 -3.924 -1.447 -0.01 0.34 -0.08 0.287
H 1.355 -2.729 -2.336 -0.24 -0.08 -0.06 0.522
H -0.389 -2.854 -2.642 0.16 -0.22 -0.09 0.396
C -2.358 -2.712 -0.422 -0.23 -0.02 -0.10 -1.521
H -2.004 -3.743 -0.290 -0.20 0.20 -0.02 0.360
H -2.700 -2.589 -1.452 -0.10 -0.26 -0.01 0.340
H -3.211 -2.531 0.237 0.12 -0.09 -0.08 0.393
C -2.003 -0.796 2.133 -0.49 0.34 0.12 -2.137
H -1.848 -1.500 2.970 -0.03 0.24 -0.32 0.403
H -3.015 -0.949 1.742 0.15 0.08 0.24 0.355
H -1.924 0.225 2.533 -0.08 -0.39 -0.03 0.308
C -0.110 1.849 -0.513 -0.24 -0.27 -0.52 0.169
C -0.402 2.554 0.640 0.15 -0.03 0.63 -0.341
C -1.778 2.738 1.158 -0.95 0.55 -0.27 -0.924
C -2.936 2.130 0.305 0.34 -0.01 0.60 -1.057
C -2.748 0.938 -0.650 -0.02 0.55 -0.49 -0.231
C -2.409 1.207 -2.043 -0.16 -0.85 0.41 -0.766
C -1.593 2.435 -2.421 -0.45 0.18 -0.59 0.595
C -0.178 2.554 -1.851 0.37 -0.15 0.02 -1.211
H -2.025 3.826 1.216 0.41 -0.53 0.27 0.459
H -3.335 2.961 -0.300 -0.05 -0.32 0.14 0.306
H -1.829 2.385 2.211 0.20 0.16 -0.50 0.376
H 0.089 3.613 -1.682 -0.09 -0.42 -0.27 0.494
H 1.529 1.804 -0.347 1.51 -0.07 0.07 0.067
H 0.424 3.048 1.188 -0.35 -0.81 0.19 0.491
H 0.596 2.148 -2.534 -0.51 0.06 0.23 0.350
H -1.483 2.429 -3.523 -0.17 0.04 0.64 0.513
H -3.108 0.865 -2.815 0.50 -0.14 0.21 0.247
H -2.137 3.339 -2.064 0.31 -0.45 -0.23 -0.623
H -3.728 1.847 1.014 0.18 0.21 -0.31 0.495
H -3.505 0.176 -0.429 0.15 0.22 -0.55 0.909
P -3.226 3.926 -3.944 -1.05 2.00 -1.87 1.032
P -3.874 1.420 -5.306 -2.07 1.53 -2.35 0.522
C -4.412 4.205 -5.339 -0.10 -0.41 0.05 -0.751
C -4.221 3.024 -6.291 0.51 -0.04 0.33 -1.106
H -4.187 5.174 -5.815 -0.06 -0.26 0.25 0.534
H -5.435 4.254 -4.932 0.32 -0.11 -0.13 0.438
H -5.094 2.877 -6.947 0.35 -0.06 0.30 0.689
H -3.341 3.170 -6.941 -0.31 0.08 0.19 0.462
C -3.869 0.446 -6.883 0.70 -0.66 0.31 -1.155
H -3.920 -0.621 -6.652 0.08 0.09 -0.22 0.405
H -2.935 0.661 -7.414 -0.16 -0.19 0.05 0.387
H -4.711 0.723 -7.534 0.15 0.01 0.43 0.397
C -5.639 1.129 -4.810 0.39 -0.25 0.61 -1.204
H -6.335 1.489 -5.580 0.32 -0.11 0.14 0.437
H -5.843 1.640 -3.861 -0.12 -0.18 -0.17 0.311
H -5.779 0.049 -4.673 -0.10 0.28 0.09 0.418
C -1.716 4.680 -4.656 0.41 -0.51 0.35 -1.376
H -0.909 4.662 -3.911 -0.12 0.09 -0.27 0.303
H -1.917 5.719 -4.942 -0.11 -0.22 0.08 0.514
H -1.387 4.116 -5.540 -0.08 0.13 0.22 0.379
C -3.793 5.138 -2.715 -0.05 -0.33 0.73 -1.314
H -4.863 4.977 -2.533 0.25 0.08 -0.01 0.393
H -3.627 6.161 -3.074 -0.01 -0.22 -0.07 0.452
H -3.255 4.998 -1.770 -0.18 0.25 -0.12 0.408
C 4.659 2.507 0.389 -0.07 -0.03 -0.16 -1.195
C 3.199 2.289 0.640 -0.33 0.23 1.13 0.807
O 2.659 2.440 1.732 0.30 -0.21 -1.58 -0.632
O 2.556 1.897 -0.479 -0.81 0.05 0.29 -0.627
H 4.949 3.469 0.804 0.00 0.00 -0.03 0.397
H 4.854 2.463 -0.682 0.19 0.03 0.17 0.303
H 5.231 1.741 0.915 -0.03 0.01 -0.05 0.304
```
Forces are in eV/Å.

Results
ΔE to the lowest compared entry with this formula, charge and spin	200.6	kJ/mol
2S+1	5
HOMO energy (alpha / beta)	-0.4545 / -0.5183	Ha
strongest force on any atom	4.445	eV Å⁻¹
E_tot	-1941.32503	hartree
LUMO (alpha / beta)	-0.247 / -0.315	Eh
<S²>	6.090
net charge	+2

***

# 3
The following is a quantum chemistry calculation of a structure of composition C13H21N2O10P2Se2Ti, from the Open Molecules 2025 dataset.

Structure (XYZ):
```
51
Properties=species:S:1:pos:R:3:forces:R:3:mulliken_charge:R:1
Ti -0.679 0.042 0.147 -0.47 -0.09 0.48 0.519
C -2.284 -3.150 -1.005 -0.07 -0.02 0.00 -1.245
Se -1.016 -2.604 0.366 0.08 0.01 -0.17 0.418
C -2.113 -2.959 1.944 -0.09 -0.02 0.00 -0.656
C -1.269 -3.566 3.051 -0.08 -0.07 0.08 -0.985
Se 0.431 -2.649 3.352 0.01 0.02 0.05 0.098
C 1.613 -4.004 2.614 0.06 -0.07 0.03 -0.991
H -3.244 -2.667 -0.845 0.00 0.00 -0.01 0.313
H -2.392 -4.229 -0.941 -0.02 0.01 0.00 0.446
H -1.876 -2.890 -1.979 0.04 0.03 0.03 0.357
H -2.890 -3.646 1.604 0.00 0.00 0.06 0.596
H -2.577 -2.026 2.257 0.08 0.04 -0.06 0.334
H -1.046 -4.614 2.855 0.07 0.03 -0.04 0.379
H -1.829 -3.522 3.984 0.01 0.01 0.00 0.433
H 1.443 -4.951 3.120 -0.01 0.01 0.01 0.334
H 2.629 -3.677 2.824 -0.01 0.02 0.00 0.358
H 1.481 -4.117 1.541 -0.04 0.04 0.00 0.302
N -1.742 2.627 -3.637 -0.01 0.02 -0.17 -0.081
C -0.668 1.837 -2.904 -0.08 0.18 -0.14 0.468
C 0.605 1.881 -3.752 0.05 0.01 0.02 -1.986
P -1.178 0.083 -2.711 0.23 0.02 0.18 0.673
O -2.492 0.110 -1.743 -0.08 0.13 -0.20 -0.520
O -1.454 -0.565 -3.989 0.03 -0.01 -0.04 -0.737
O -0.124 -0.410 -1.692 -0.11 0.07 -0.06 -0.502
P -0.477 2.787 -1.302 0.07 -0.35 0.11 1.038
O 1.066 2.705 -0.996 -0.06 0.01 -0.22 -0.249
O -1.060 4.110 -1.573 -0.08 0.14 -0.02 -0.830
O -1.154 1.881 -0.247 0.37 -0.39 0.00 -0.391
H -2.659 2.181 -3.620 -0.02 0.03 0.06 0.319
H -1.484 2.766 -4.615 -0.03 -0.05 -0.02 0.380
H -1.796 3.552 -3.148 0.02 -0.02 0.06 0.403
H 0.451 1.376 -4.707 -0.01 -0.01 0.01 0.530
H 1.415 1.387 -3.220 0.00 -0.02 -0.04 0.389
H 0.908 2.916 -3.925 0.01 -0.01 0.01 0.498
H -3.257 -0.317 -2.153 -0.01 -0.05 0.05 0.346
H 1.536 3.484 -0.656 0.03 0.02 0.13 0.311
O 4.788 3.607 2.453 0.00 -0.12 0.06 -0.548
C 3.854 3.117 1.919 0.06 0.24 -0.09 -0.232
O 2.973 3.468 1.000 -0.07 0.00 -0.06 -0.492
C 2.962 1.979 1.733 0.02 -0.08 0.15 1.358
C 3.260 0.906 0.798 0.01 -0.08 -0.12 -0.716
C 2.280 0.080 0.411 -0.01 0.13 -0.01 -0.733
N 1.010 0.160 0.963 -0.21 0.18 0.01 0.504
C 0.836 0.938 2.114 0.23 0.10 0.13 0.260
C 1.768 1.796 2.548 -0.16 -0.03 -0.06 -0.773
C -0.540 0.824 2.712 -0.16 -0.12 -0.15 0.408
O -0.908 1.327 3.721 0.08 -0.05 0.10 -0.534
O -1.348 0.103 1.873 0.24 0.17 -0.17 -0.378
H 4.248 0.823 0.368 0.01 -0.01 0.02 0.545
H 2.410 -0.679 -0.348 0.02 0.00 0.00 0.614
H 1.589 2.387 3.435 0.02 -0.01 0.02 0.650
```
Forces are in eV/Å.

Results
ΔE to the lowest compared entry with this formula, charge and spin	74.9	kJ/mol
HOMO energy	-0.4130	Ha
strongest force on any atom	0.675	eV Å⁻¹
E_tot	-7705.00326	hartree
LUMO	-0.164	Eh
net charge	+1

***

Question: Among the records above, which one has the lowest strongest force on any atom?
Answer: C13H21N2O10P2Se2Ti

***

Question: Which value of E_tot does entry 1 give?
Answer: -492.22030 hartree

***

Question: Which of these has the highest strongest force on any atom?
Answer: C26H46O2OsP2

***

Question: What is the strongest force on any atom in the third record?
Answer: 0.675 eV Å⁻¹